14
Properties=species:S:1:pos:R:3:forces:R:3 method="wB97M-V/def2-TZVPD" de_lowest_kcal_mol=86.3 total_charge=0 energy_ha=-307.57487 spin_multiplicity=1
O -3.132353 -0.072943 -1.596832 0.3 -0.2 0.1
C -2.125300 -0.649851 -1.284889 -0.1 0.0 -0.1
C 0.311340 -0.130140 -1.097623 -0.3 -0.4 0.1
H -1.300742 0.989377 -0.180412 0.0 -0.1 0.0
H 1.492853 -1.500284 -1.528187 -0.1 0.0 0.1
H 1.470089 -0.022284 1.907468 0.0 0.1 0.0
H 1.594300 1.149935 0.568081 0.0 0.0 0.2
H -1.017025 -0.644978 0.515039 0.0 0.1 -0.1
H 2.586346 1.363226 2.038807 -0.1 0.0 0.0
H 0.822307 1.629701 2.105020 0.1 -0.1 0.0
H -1.924554 -1.689122 -1.619536 -0.1 0.1 0.0
C -1.036936 -0.044745 -0.408633 0.0 0.2 0.0
C 1.618737 1.031525 1.655635 0.0 0.0 0.0
O 0.640939 -1.409416 -1.073938 0.2 0.3 -0.1

14
Properties=species:S:1:pos:R:3:forces:R:3 method="wB97M-V/def2-TZVPD" de_lowest_kcal_mol=90.3 total_charge=0 energy_ha=-307.56847 spin_multiplicity=1
C 0.460671 0.309367 -0.536909 0.1 0.0 -0.3
H 0.006204 -1.716211 0.131166 0.2 0.1 0.0
O -1.219501 -0.077937 -2.069049 0.1 0.3 -0.1
H 0.376692 1.533259 1.854804 -0.1 -0.1 -0.1
H 0.875130 -1.573524 -1.411528 0.1 -0.3 0.4
H 1.784016 -1.386629 0.081164 -0.1 0.1 0.2
H -0.330246 -0.094762 2.088030 0.0 0.1 -0.1
H 1.326522 0.968215 -0.388020 -0.2 -0.1 -0.1
H -1.650767 0.065818 -1.192582 0.0 0.0 -0.1
C 0.817330 -1.185884 -0.379609 0.1 -0.2 0.0
H -1.386090 1.341875 2.001563 0.2 -0.1 0.0
C 0.063029 0.169778 -2.004805 -0.3 0.3 0.1
O -0.648535 0.763705 0.216795 0.0 -0.2 -0.1
C -0.474455 0.882932 1.608979 0.0 0.0 0.2

14
Properties=species:S:1:pos:R:3:forces:R:3 method="wB97M-V/def2-TZVPD" de_lowest_kcal_mol=68.2 total_charge=0 energy_ha=-307.60383 spin_multiplicity=1
C 0.700178 -1.745312 -0.252789 -0.1 1.3 -0.4
H -1.534245 2.342252 -0.333697 0.3 -0.3 0.0
H -1.256506 -0.125284 -0.335100 0.1 0.0 -0.1
H 1.679345 -0.826564 1.414474 -0.3 -0.1 0.4
H 1.518128 -2.470716 -0.478652 -0.1 1.5 -0.5
C -0.448250 0.511436 -0.704170 -0.1 -0.2 -0.2
H -0.642095 1.781856 1.083855 0.1 -0.1 -0.2
H -0.251586 -2.130127 -0.624368 0.1 0.3 0.1
C 0.682273 -1.189342 1.098126 -0.5 -0.9 1.3
H 0.212216 2.576804 -0.259767 0.0 -0.2 0.0
O 0.826942 -0.186674 -0.534307 0.2 -1.0 -1.1
O -0.355800 -1.070333 1.712232 0.2 0.2 0.7
H -0.542612 0.655359 -1.781779 -0.2 -0.1 0.0
C -0.587988 1.876645 -0.004058 0.3 -0.3 0.0

14
Properties=species:S:1:pos:R:3:forces:R:3 method="wB97M-V/def2-TZVPD" de_lowest_kcal_mol=66.5 total_charge=0 energy_ha=-307.60646 spin_multiplicity=1
C -0.546673 1.130067 -2.072839 2.0 -0.4 0.6
H -1.164246 2.948579 -2.387420 1.8 -0.9 0.0
C 0.458279 0.233260 -1.856941 -1.6 1.8 0.1
H 0.867858 0.229207 0.664902 0.0 -0.8 0.9
O -0.060291 -1.994516 3.039688 0.0 -0.6 0.3
C 0.949195 -0.536734 1.465114 -1.4 -0.8 0.4
H -1.589023 0.910557 -1.971891 -0.4 -0.4 0.1
H -0.885868 -2.471652 3.200248 0.2 0.3 -0.2
C -0.161888 -1.117017 2.013124 1.6 1.5 -1.0
H -1.174999 -0.841448 1.724705 0.1 0.0 -0.1
H 0.171491 -0.711475 -1.365127 0.6 0.4 -0.8
H 1.936420 -0.891496 1.797095 -0.5 0.4 -0.2
O -0.282999 2.466203 -2.319191 -1.9 0.3 -0.3
H 1.482744 0.646466 -1.931469 -0.6 -0.8 0.2

14
Properties=species:S:1:pos:R:3:forces:R:3 method="wB97M-V/def2-TZVPD" de_lowest_kcal_mol=33.5 total_charge=0 energy_ha=-307.65907 spin_multiplicity=1
H 1.449981 -1.203207 -0.231936 -0.2 0.0 0.0
H 1.208229 0.931435 -1.123809 -0.2 0.0 0.3
H -0.273732 1.120017 1.555677 0.1 0.1 -0.4
H -0.821064 -0.969723 1.339166 0.1 -0.2 0.2
H 1.077981 2.049755 0.978338 -0.1 0.0 -0.1
H -0.292043 -2.104241 -1.805205 0.0 0.1 0.0
H -0.524478 0.751651 -1.244149 0.1 0.0 0.3
C 0.435104 -0.826491 -0.068070 0.1 -0.1 0.0
O -1.696582 -1.806739 -0.395853 0.4 -0.1 -0.2
C 0.122586 1.618307 0.662921 0.1 0.1 -0.1
O 0.148709 -0.987786 1.294333 -0.1 -0.2 0.1
C -0.579381 -1.660099 -0.835158 -0.3 0.1 0.1
C 0.315700 0.662315 -0.540148 0.0 0.1 0.1
H -0.571010 2.424807 0.413895 0.2 0.0 -0.1

14
Properties=species:S:1:pos:R:3:forces:R:3 method="wB97M-V/def2-TZVPD" de_lowest_kcal_mol=70.5 total_charge=0 energy_ha=-307.60012 spin_multiplicity=1
H 2.953078 0.419755 0.261042 0.3 0.1 -0.6
H -0.438238 -1.553857 -0.350415 0.2 0.3 0.5
H -2.135041 0.728405 0.775260 0.0 -0.1 -0.1
H 1.348252 1.855594 -1.070978 -0.2 -0.1 0.1
H -2.498883 -1.002015 0.934802 0.2 0.1 -0.1
H -2.573093 -0.232649 -0.670022 0.0 0.0 0.1
H 1.905324 -1.047018 -0.111520 0.0 0.5 0.1
C -2.043683 -0.244230 0.285059 0.0 0.1 -0.1
O 0.185871 -0.235337 1.167732 0.0 1.6 0.0
O -0.116358 0.379832 -1.042134 0.0 -0.1 0.1
H 0.764606 0.621076 0.803268 -1.6 -2.7 2.0
C 2.075203 0.022735 -0.231771 0.5 0.3 -0.8
C -0.575952 -0.531224 0.057718 -0.1 0.4 -0.5
C 1.148919 0.818928 -0.808041 0.8 -0.3 -0.7

14
Properties=species:S:1:pos:R:3:forces:R:3 method="wB97M-V/def2-TZVPD" de_lowest_kcal_mol=87.6 total_charge=0 energy_ha=-307.57284 spin_multiplicity=1
H -0.722532 1.187103 -1.093000 0.2 -0.2 0.5
O 0.270831 -0.285468 1.738570 -1.5 0.2 -0.8
H 1.307999 1.433128 0.022627 0.0 -0.2 0.0
H -1.005039 -0.613478 -1.269468 -1.7 1.8 -0.8
H -1.212727 -1.429538 0.505027 0.5 -0.2 0.1
H 1.314232 -1.614718 0.492636 0.2 -0.1 0.2
C -0.561671 -0.593840 0.265702 0.6 0.9 3.2
H 1.914887 0.207061 -1.138532 0.0 0.1 0.1
C -1.236787 0.369949 -0.586486 0.8 -1.3 -1.1
H 2.714683 0.448780 0.429770 0.0 0.0 -0.1
O -2.527230 0.787452 -0.297534 0.0 -0.5 -0.1
H -2.875759 0.286146 0.452500 0.1 0.1 -0.1
C 0.870642 -0.618210 0.557588 0.5 -0.4 -1.1
C 1.748471 0.435627 -0.079400 0.2 0.1 0.0

14
Properties=species:S:1:pos:R:3:forces:R:3 method="wB97M-V/def2-TZVPD" de_lowest_kcal_mol=33.3 total_charge=0 energy_ha=-307.65943 spin_multiplicity=1
C 0.454316 -1.091540 -0.385229 -0.1 -0.1 0.1
H 2.365619 1.013736 0.314029 -0.1 -0.3 -0.1
H -2.327267 -0.656604 0.923336 -0.1 0.0 -0.1
H -2.061701 -0.013137 -0.721283 0.3 -0.1 0.2
C -1.748040 0.049725 0.328562 -0.2 0.2 0.2
H -1.948726 1.067226 0.661672 -0.4 -0.1 0.1
O 1.454719 -0.315797 -1.026095 0.2 0.1 -0.1
C 1.521892 0.944431 -0.395542 0.3 0.3 -0.1
O 0.315597 1.151250 0.260078 -0.1 0.1 -0.1
C -0.262957 -0.111818 0.553775 -0.2 -0.1 0.0
H -0.218464 -1.505456 -1.149566 0.2 0.2 0.2
H -0.054021 -0.336736 1.610714 -0.1 -0.1 -0.2
H 1.617127 1.733595 -1.146603 0.2 -0.2 -0.1
H 0.891903 -1.928872 0.172152 0.1 0.1 -0.1

14
Properties=species:S:1:pos:R:3:forces:R:3 method="wB97M-V/def2-TZVPD" de_lowest_kcal_mol=59.5 total_charge=0 energy_ha=-307.61762 spin_multiplicity=1
H -3.023992 1.500893 -1.107795 0.1 -0.1 0.0
H 2.553041 -0.789691 -0.323370 -0.1 0.0 0.1
O -1.250188 1.281968 -0.168743 0.0 0.1 0.1
H 0.784964 1.005120 -0.503010 -0.1 -0.1 0.1
C -0.090137 0.548326 -0.044232 0.2 -0.2 0.1
H 2.991455 -1.396263 1.300700 -0.1 0.1 -0.2
C -0.063249 -0.585706 0.658455 -0.2 0.2 -0.1
H 2.307871 0.248286 1.114656 0.0 -0.2 -0.1
C 2.279143 -0.785216 0.740635 0.3 0.1 0.0
H -0.972800 -0.992670 1.090488 0.1 0.1 -0.1
H -2.633145 -0.188969 -0.696160 0.1 0.1 0.0
O 1.006833 -1.360037 0.955414 0.0 0.1 0.1
H -1.807719 0.605648 -2.061943 0.0 0.0 0.1
C -2.219111 0.761945 -1.056304 -0.2 -0.1 -0.2

14
Properties=species:S:1:pos:R:3:forces:R:3 method="wB97M-V/def2-TZVPD" de_lowest_kcal_mol=29.0 total_charge=0 energy_ha=-307.66615 spin_multiplicity=1
O 2.636590 0.113620 -0.312991 -0.5 0.1 -0.2
H 0.325776 -1.322927 -0.451799 0.0 0.2 0.0
C 0.268135 -0.266713 -0.134648 0.0 0.0 0.0
C -0.970326 0.362791 -0.762248 0.2 0.2 -0.1
H 1.161154 -0.700856 1.779381 -0.1 0.1 0.0
H -0.899648 0.300124 -1.859158 0.0 0.0 0.1
H 0.231766 0.811986 1.760144 0.0 -0.2 -0.1
H -1.028771 1.426405 -0.502551 0.1 -0.1 0.0
H -0.619589 -0.742239 1.788231 0.1 0.1 0.0
C 1.520357 0.400845 -0.672306 0.4 -0.1 0.2
H -2.081634 -1.165256 -0.310323 -0.1 0.0 -0.1
O -2.167674 -0.205448 -0.295428 -0.3 -0.2 0.1
H 1.365653 1.209997 -1.421219 0.0 -0.1 0.0
C 0.258212 -0.222329 1.394918 0.0 0.0 0.1

14
Properties=species:S:1:pos:R:3:forces:R:3 method="wB97M-V/def2-TZVPD" de_lowest_kcal_mol=36.2 total_charge=0 energy_ha=-307.65482 spin_multiplicity=1
H -2.382196 0.524375 -0.622980 0.1 -0.1 0.0
O 2.457725 0.845084 0.227229 0.1 -0.6 0.6
H -0.141995 0.069477 -1.642481 0.0 -0.1 0.1
H 0.867869 1.633485 -0.380672 -0.9 0.2 0.1
H 1.403933 -1.392120 -0.544382 -0.2 0.1 0.0
C -1.730533 -0.265701 -0.235413 0.0 0.0 0.0
H -2.031964 -1.216849 -0.690460 0.2 0.1 0.1
O -0.033363 1.398219 -0.074112 -0.3 0.6 -0.7
C -0.283351 0.072390 -0.555006 -0.1 0.0 -0.1
C 0.764269 -0.837265 0.149212 0.1 0.1 0.1
H 0.302927 -1.537924 0.855701 0.1 0.2 -0.1
H 1.405968 0.430488 1.899859 0.2 -0.1 0.0
H -1.880581 -0.334283 0.847839 0.0 0.0 -0.1
C 1.621928 0.207507 0.841013 0.8 -0.3 0.0

14
Properties=species:S:1:pos:R:3:forces:R:3 method="wB97M-V/def2-TZVPD" de_lowest_kcal_mol=53.8 total_charge=0 energy_ha=-307.62677 spin_multiplicity=1
O -0.300570 -0.115750 1.697043 0.2 -0.1 0.1
H -1.175470 0.638008 -1.939752 0.2 0.0 0.1
H -2.134818 -0.161491 0.772719 0.1 -0.1 0.1
C 1.882910 0.576613 -0.335255 0.1 -0.3 0.1
H 2.709870 1.294074 -0.498323 0.0 0.0 0.1
C -0.216621 0.287894 -1.566014 0.1 0.1 0.0
O 2.110406 -0.514301 0.148677 -0.1 0.4 -0.3
H -1.069532 -1.507765 0.332577 0.0 0.1 0.2
H 0.519987 -0.534199 1.400752 -0.1 0.1 0.1
C -1.376285 -0.854578 1.161924 -0.4 -0.2 -0.1
C 0.544344 1.039438 -0.774529 -0.1 -0.1 -0.2
H 0.249882 2.041142 -0.467167 0.1 -0.1 -0.1
H 0.099492 -0.709288 -1.867417 0.0 0.2 0.0
H -1.843596 -1.479793 1.934771 0.1 0.1 -0.1

Number 1: LUMO 0.25 eV, E_HOMO -9.02 eV. Number 2: LUMO 0.84 eV, E_HOMO -8.54 eV. Number 3: LUMO 1.07 eV, E_HOMO -9.36 eV. Number 4: LUMO 0.67 eV, E_HOMO -8.77 eV. Number 5: LUMO 0.89 eV, E_HOMO -10.09 eV. Number 6: LUMO 1.06 eV, E_HOMO -9.15 eV. Number 7: LUMO 0.76 eV, E_HOMO -9.64 eV. Number 8: LUMO 1.06 eV, E_HOMO -9.79 eV. Number 9: LUMO 1.01 eV, E_HOMO -8.62 eV. Number 10: LUMO 0.72 eV, E_HOMO -9.95 eV. Number 11: LUMO 1.03 eV, E_HOMO -9.98 eV. Number 12: LUMO 0.35 eV, E_HOMO -9.99 eV.